[1]
Entry from the OMol25 dataset: one molecule with the formula C5H10 (ωB97M-V/def2-TZVPD).

Element x y z (Å)
1 C 2.080 -0.677 -0.110
2 C 1.337 0.623 0.173
3 C -0.154 0.663 -0.056
4 C -1.017 -0.281 0.222
5 C -2.489 -0.158 -0.011
6 H 2.019 -0.917 -0.975
7 H 3.169 -0.439 0.039
8 H 1.596 -1.445 0.322
9 H 1.542 1.010 1.355
10 H 1.629 1.491 -0.295
11 H -0.497 1.692 -0.754
12 H -0.518 -1.033 0.521
13 H -2.585 0.838 -0.618
14 H -3.263 -0.275 0.865
15 H -2.849 -1.091 -0.680

- Structure (SMILES): C/C=C/CC
- Gap between HOMO and LUMO: 0.3760 Eh
- HOMO: -9.1 eV

Population analysis type Mulliken, resulting atomic charges in e:
1. C -1.47
2. C -0.51
3. C -0.21
4. C -0.09
5. C -0.95
6. H 0.63
7. H 0.28
8. H 0.45
9. H 0.21
10. H 0.41
11. H 0.00
12. H 0.52
13. H 0.25
14. H 0.26
15. H 0.21

***

[2]
Entry from the OMol25 dataset: one molecule with the formula C4H9F2NO2 (ωB97M-V/def2-TZVPD).

Element x y z (Å)
1 C 1.161 0.588 -1.485
2 C -0.005 -1.615 0.582
3 C 0.587 0.836 -0.121
4 C -0.484 -0.137 0.405
5 N -1.625 0.075 -0.864
6 O 1.648 0.814 0.942
7 O -0.976 0.367 1.663
8 F -2.572 1.061 -0.443
9 F -2.440 -1.004 -0.789
10 H 2.160 1.095 -1.316
11 H 1.385 -0.439 -1.662
12 H 0.681 1.045 -2.417
13 H 0.125 -1.971 -0.406
14 H -0.633 -2.239 1.236
15 H 1.019 -1.540 1.073
16 H 0.152 1.880 0.114
17 H 1.342 1.508 1.501
18 H -1.524 -0.323 1.987

- Structure (SMILES): C[C@H](O)[C@@](C)(O)N(F)F
- Gap between HOMO and LUMO: 0.4020 Eh
- HOMO: -10.2 eV

Population analysis type Mulliken, resulting atomic charges in e:
1. C -1.20
2. C -1.38
3. C -0.07
4. C 0.83
5. N 0.12
6. O -0.56
7. O -0.53
8. F -0.23
9. F -0.21
10. H 0.33
11. H 0.31
12. H 0.27
13. H 0.40
14. H 0.37
15. H 0.34
16. H 0.46
17. H 0.35
18. H 0.39

***

[3]
Entry from the OMol25 dataset: C21H31F5OP2Pt as an isolated structure (ωB97M-V/def2-TZVPD).

Element x y z (Å)
1 P 0.858 -2.541 -0.950
2 P 0.036 2.130 1.085
3 C 1.485 0.677 -0.798
4 C 1.489 2.077 -0.303
5 H 0.723 0.487 -1.693
6 H 2.455 0.356 -1.175
7 H 2.371 2.348 0.270
8 H 1.364 2.888 -1.109
9 C -1.431 2.844 0.306
10 H -2.057 3.115 1.157
11 H -1.989 2.073 -0.230
12 H -1.066 3.632 -0.330
13 C 0.896 3.543 1.776
14 H 0.716 4.297 1.020
15 H 1.952 3.322 1.894
16 H 0.527 3.809 2.753
17 C -0.501 -3.769 -0.738
18 H -0.455 -4.325 0.211
19 H -0.600 -4.396 -1.671
20 H -1.406 -3.131 -0.664
21 C 2.408 -3.012 -0.162
22 H 2.992 -2.114 0.061
23 H 3.036 -3.735 -0.794
24 H 2.145 -3.538 0.770
25 Pt -0.331 -0.606 -0.580
26 C -0.016 0.966 -3.360
27 C -1.232 0.784 -2.777
28 C -2.322 0.098 -3.516
29 C -1.815 -1.339 -3.884
30 C -1.099 -1.925 -2.752
31 C 0.365 -2.175 -2.650
32 C 1.193 -1.327 -3.643
33 C 0.702 0.016 -4.259
34 C -0.397 -1.518 1.435
35 H 0.588 1.841 -3.149
36 H -1.558 1.378 -1.932
37 H -2.644 0.618 -4.433
38 H -3.174 0.031 -2.831
39 H -2.740 -1.905 -4.061
40 H -1.311 -1.316 -4.856
41 H -1.681 -2.748 -2.376
42 H 0.591 -3.206 -2.983
43 H 1.167 -2.006 -4.516
44 H 2.238 -1.248 -3.315
45 H 1.620 0.523 -4.578
46 H 0.107 -0.180 -5.155
47 H 0.451 -1.124 2.031
48 H -0.378 -2.621 1.479
49 H -1.357 -1.118 1.843
50 F 0.551 1.370 7.947
51 C 0.179 1.204 6.674
52 C 1.071 1.321 5.624
53 F 2.339 1.688 5.906
54 C 0.660 1.160 4.315
55 F 1.616 1.059 3.352
56 C -0.703 1.155 3.953
57 O -1.172 1.499 2.772
58 C -1.547 0.778 5.046
59 F -2.806 0.375 4.774
60 C -1.133 0.835 6.373
61 F -1.972 0.627 7.397

- Spin multiplicity: 5
- Gap between HOMO and LUMO (alpha / beta): 0.2178 / 0.1578 Eh
- HOMO (alpha / beta): -12.7 / -13.5 eV
- Charge: +2

Population analysis type Mulliken, resulting atomic charges in e:
1. P 0.47
2. P 1.10
3. C -0.95
4. C -1.15
5. H -0.34
6. H 0.44
7. H 0.66
8. H 0.43
9. C -1.39
10. H 0.48
11. H 0.36
12. H 0.53
13. C -1.44
14. H 0.52
15. H 0.40
16. H 0.44
17. C -1.48
18. H 0.42
19. H 0.40
20. H 0.58
21. C -0.99
22. H 0.36
23. H 0.40
24. H 0.36
25. Pt 1.37
26. C 0.52
27. C -0.53
28. C -0.76
29. C -1.20
30. C -0.57
31. C 0.13
32. C -0.99
33. C -1.17
34. C -1.19
35. H 0.44
36. H 0.10
37. H 0.34
38. H 0.40
39. H 0.48
40. H 0.33
41. H 0.22
42. H 0.71
43. H 0.43
44. H 0.38
45. H 0.43
46. H 0.40
47. H 0.23
48. H 0.45
49. H 0.32
50. F -0.21
51. C 0.52
52. C 0.16
53. F -0.24
54. C 0.17
55. F -0.27
56. C 0.66
57. O -0.50
58. C -0.13
59. F -0.23
60. C 0.39
61. F -0.23

***

Here are the calculated DFT total energy numbers, same order: -196.35646, -562.59933, -2194.34348 (hartree).
Here are the calculated largest force on an atom numbers, same order: 11.54, 3.52, 4.08 (eV/Å).
Here are the calculated ΔE to the lowest compared entry with this formula, charge and spin numbers, same order: 4.135, 3.358, 3.994 (eV).